No. 1
This record from the Open Molecules 2025 dataset describes a 3-piece molecular cluster, C5H13NO2 overall in a non-equilibrium geometry. The level of theory is wB97M-V/def2-TZVPD.

Structure (ORCA input):
```
! RIJCOSX wB97M-V def2-TZVPD def2/J DEFGRID3
* xyz 0 1
C 0.37 -0.16 3.94
N 1.21 -0.77 1.15
C -0.13 -0.61 1.50
C -0.53 -0.53 2.78
C -1.34 -1.96 -0.14
C -1.20 -0.78 0.46
H 1.34 -0.65 3.81
H 0.07 -0.50 4.93
H 0.47 0.92 3.98
H 1.41 -0.67 0.17
H 1.95 -0.34 1.66
H -1.56 -0.29 3.03
H -0.77 -2.80 0.22
H -2.13 -2.15 -0.86
H -1.91 0.02 0.33
H 0.74 5.00 -5.32
H 1.96 3.91 -4.86
O 1.27 4.21 -5.50
H -0.99 -0.24 -4.05
H 0.16 -0.65 -3.24
O -0.40 -0.97 -3.96
*
```

Results
E_HOMO: -7.9 eV
Orbital gap: 0.3099 Ha
Structure (SMILES): C=C/C(N)=C/C.O.O
Max |F|: 1.8 eV/Å

No. 2
This record from the Open Molecules 2025 dataset describes C5H13NO2 as an isolated structure in a non-equilibrium geometry. The level of theory is wB97M-V/def2-TZVPD.

Structure (ORCA input):
```
! RIJCOSX wB97M-V def2-TZVPD def2/J DEFGRID3
* xyz 0 1
C 0.56 -1.38 -0.46
C -0.25 -2.64 -0.31
N -1.87 1.18 -1.50
O -0.64 0.72 -0.99
H -1.65 1.91 -2.17
H -2.31 0.42 -2.02
H 1.61 -1.52 -0.21
H 0.60 -1.07 -1.50
H -0.21 -3.03 0.70
H 0.10 -3.42 -0.99
H -1.30 -2.45 -0.56
C 0.76 2.22 0.45
C 0.27 -0.25 1.06
C -0.19 1.06 0.61
O 1.41 -0.37 1.87
H 1.70 0.52 2.13
H -0.52 -0.81 1.56
H -1.11 1.36 1.11
H 0.29 3.04 -0.10
H 1.08 2.60 1.42
H 1.67 1.93 -0.09
*
```

Results
E_HOMO: -8.8 eV
Orbital gap: 0.3547 Ha
Max |F|: 4.5 eV/Å

No. 3
This record from the Open Molecules 2025 dataset describes a 2-piece molecular cluster, C5H13NO2 overall in a non-equilibrium geometry. The level of theory is wB97M-V/def2-TZVPD.

Structure (ORCA input):
```
! RIJCOSX wB97M-V def2-TZVPD def2/J DEFGRID3
* xyz 0 1
O 1.61 1.06 -1.99
C 0.59 1.05 -1.37
C -0.05 -0.28 -0.94
C -0.79 -0.27 0.40
C 0.15 0.30 1.49
C 1.36 -0.60 1.80
N 1.00 -1.91 2.38
H 0.03 1.96 -1.08
H 0.78 -0.95 -0.72
H -0.58 -0.54 -1.86
H -1.67 0.37 0.38
H -1.12 -1.26 0.70
H 0.49 1.26 1.12
H -0.40 0.33 2.43
H 2.01 -0.73 0.93
H 1.95 -0.12 2.57
H 0.17 -1.78 2.95
H 0.72 -2.57 1.66
H -2.97 0.19 -2.43
H -3.54 1.49 -1.82
O -2.90 0.78 -1.67
*
```

Results
E_HOMO: -9.3 eV
Orbital gap: 0.3599 Ha
Structure (SMILES): NCCCCC=O.O
Max |F|: 1.5 eV/Å

No. 4
This record from the Open Molecules 2025 dataset describes a 2-piece molecular cluster, C5H13NO2 overall in a non-equilibrium geometry. The level of theory is wB97M-V/def2-TZVPD.

Structure (ORCA input):
```
! RIJCOSX wB97M-V def2-TZVPD def2/J DEFGRID3
* xyz 0 1
C 1.43 0.25 0.71
C 0.61 1.56 -0.28
C 2.35 -0.64 -0.07
H 1.98 0.98 1.30
H 0.89 -0.30 1.48
H 1.82 -1.46 -0.56
H 2.88 -0.08 -0.84
H 1.27 2.41 -0.14
H 0.81 1.17 -1.28
H -0.33 2.11 -0.34
H 3.12 -1.05 0.58
C -1.83 -0.73 -1.30
N -1.36 -0.63 0.07
C -1.73 0.48 0.85
O -1.20 -1.89 0.71
O -2.70 1.16 0.63
H -0.87 -1.61 1.60
H -1.26 0.43 1.84
H -1.07 -0.30 -1.96
H -2.73 -0.12 -1.41
H -2.08 -1.74 -1.60
*
```

Results
E_HOMO: -8.7 eV
Orbital gap: 0.3442 Ha
Structure (SMILES): CN(O)C=O.CCC
Max |F|: 3.7 eV/Å

No. 5
This record from the Open Molecules 2025 dataset describes a 2-piece molecular cluster, C5H13NO2 overall in a non-equilibrium geometry. The level of theory is wB97M-V/def2-TZVPD.

Structure (ORCA input):
```
! RIJCOSX wB97M-V def2-TZVPD def2/J DEFGRID3
* xyz 0 1
C 1.03 -0.09 -2.18
C 1.91 0.45 1.63
C -3.06 -0.38 0.11
C 1.65 -0.30 -0.80
C 1.18 0.59 0.31
N -1.79 -0.06 0.83
O 0.26 1.43 0.16
O -0.76 -0.93 1.12
H 0.18 0.67 -2.05
H 0.56 -0.99 -2.54
H 1.81 0.38 -2.85
H 2.92 0.07 1.50
H 1.79 1.37 2.38
H 1.43 -0.36 2.16
H -3.80 0.27 0.39
H -2.89 -0.32 -0.95
H -3.45 -1.45 0.26
H 1.68 -1.35 -0.39
H 2.72 0.01 -1.04
H -2.02 0.46 1.75
H -1.36 0.55 0.20
*
```

Results
E_HOMO: -8.6 eV
Orbital gap: 0.3465 Ha
Structure (SMILES): C[NH2+][O-].CCC(C)=O
Max |F|: 4.3 eV/Å

No. 6
This record from the Open Molecules 2025 dataset describes one molecule with the formula C5H13NO2 in a non-equilibrium geometry. The level of theory is wB97M-V/def2-TZVPD.

Structure (ORCA input):
```
! RIJCOSX wB97M-V def2-TZVPD def2/J DEFGRID3
* xyz 0 1
C -1.41 -0.01 0.97
C 0.84 -0.24 -0.02
C 1.28 1.49 -1.74
C -2.26 -0.04 -0.30
C 1.70 -1.15 0.84
N -0.02 0.66 0.67
O 1.82 0.73 -0.70
O -1.39 -1.24 1.63
H -1.23 -1.95 1.00
H 0.43 0.96 1.53
H -1.84 0.69 1.69
H 0.29 -0.79 -0.80
H 2.01 2.26 -2.01
H 0.35 1.99 -1.46
H 1.08 0.86 -2.62
H -3.29 -0.28 -0.04
H -2.23 0.94 -0.78
H -1.89 -0.78 -1.00
H 2.34 -0.54 1.47
H 1.08 -1.79 1.47
H 2.33 -1.77 0.21
*
```

Results
E_HOMO: -9.3 eV
Orbital gap: 0.3745 Ha
Structure (SMILES): CO[C@@H](C)N[C@@H](C)O
Max |F|: 3.6 eV/Å

No. 7
This record from the Open Molecules 2025 dataset describes a 2-piece molecular cluster, C5H13NO2 overall in a non-equilibrium geometry. The level of theory is wB97M-V/def2-TZVPD.

Structure (ORCA input):
```
! RIJCOSX wB97M-V def2-TZVPD def2/J DEFGRID3
* xyz 0 1
C 1.11 -0.92 0.83
C 0.68 0.19 1.79
C 1.97 -0.37 -0.30
O 1.77 -1.97 1.51
H 2.55 -1.60 1.93
H 0.22 -1.40 0.40
H 2.82 0.18 0.10
H 2.33 -1.18 -0.93
H 0.07 0.92 1.26
H 1.57 0.68 2.21
H 0.09 -0.24 2.60
H 1.37 0.30 -0.92
C -2.55 -0.61 -0.49
C -0.98 2.08 -2.00
O -1.65 0.48 -0.58
N -1.72 1.08 -1.83
H -3.58 -0.28 -0.60
H -2.39 -1.02 0.50
H -2.31 -1.38 -1.26
H -1.03 2.55 -2.97
H -0.32 2.50 -1.24
*
```

Results
E_HOMO: -10.0 eV
Orbital gap: 0.4036 Ha
Structure (SMILES): CC(C)O.C=NOC
Max |F|: 1.2 eV/Å

No. 8
This record from the Open Molecules 2025 dataset describes a 2-piece molecular cluster, C5H13NO2S overall in a non-equilibrium geometry. The level of theory is wB97M-V/def2-TZVPD.

Structure (ORCA input):
```
! RIJCOSX wB97M-V def2-TZVPD def2/J DEFGRID3
* xyz 0 1
C 1.69 0.60 1.83
C -0.78 1.03 -1.82
C -1.94 -1.47 0.51
C 0.85 1.08 0.64
C 0.00 -0.03 0.06
N -1.02 -0.42 0.89
O 1.90 -0.45 -1.67
O 0.20 -2.26 -1.36
S 1.07 -1.39 -0.59
H 1.05 0.18 2.60
H 2.40 -0.15 1.51
H 2.24 1.44 2.25
H 0.00 1.69 -2.11
H -1.65 1.51 -1.41
H -1.00 0.22 -2.50
H -1.39 -2.38 0.27
H -2.60 -1.67 1.36
H -2.55 -1.20 -0.35
H 0.20 1.90 0.96
H 1.52 1.47 -0.13
H -1.47 0.35 1.37
H 1.30 -0.07 -2.32
*
```

Results
E_HOMO: -7.9 eV
Orbital gap: 0.3164 Ha
Max |F|: 3.3 eV/Å

No. 9
This record from the Open Molecules 2025 dataset describes a 2-piece molecular cluster, C5H13NO2S overall in a non-equilibrium geometry. The level of theory is wB97M-V/def2-TZVPD.

Structure (ORCA input):
```
! RIJCOSX wB97M-V def2-TZVPD def2/J DEFGRID3
* xyz 0 1
C -0.41 2.41 1.46
C 0.53 -1.07 -1.95
C -1.80 -1.46 -0.94
C 0.02 1.41 0.39
C -0.34 -1.57 -0.87
N 0.05 0.09 0.91
O 1.68 -1.72 1.47
O 1.86 0.45 2.63
S 1.51 -0.30 1.46
H -1.39 2.13 1.85
H 0.30 2.39 2.28
H -0.47 3.41 1.04
H 0.17 -0.13 -2.35
H 1.56 -0.97 -1.62
H 0.51 -1.80 -2.77
H -2.22 -2.45 -1.16
H -2.13 -0.76 -1.70
H -2.19 -1.17 0.03
H -0.71 1.44 -0.44
H 1.01 1.70 -0.01
H 0.09 -2.25 -0.15
H 2.38 0.21 0.44
*
```

Results
E_HOMO (spin up / spin down): -8.8 / -8.8 eV
Orbital gap (spin up / spin down): 0.2828 / 0.2830 Ha
Max |F|: 3.0 eV/Å

No. 10
This record from the Open Molecules 2025 dataset describes a 2-piece molecular cluster, C5H13NO3 overall. The level of theory is wB97M-V/def2-TZVPD.

Structure (ORCA input):
```
! RIJCOSX wB97M-V def2-TZVPD def2/J DEFGRID3
* xyz 0 1
C 1.07 -0.05 -0.96
C 2.12 0.17 0.13
C 0.30 -1.37 -0.69
N 1.74 -0.07 -2.25
O 0.16 1.03 -1.01
H 0.13 1.45 -0.14
H 1.09 0.24 -2.96
H 2.06 -1.00 -2.49
H 1.65 0.24 1.10
H 2.83 -0.65 0.13
H 2.66 1.09 -0.08
H 0.99 -2.21 -0.71
H -0.45 -1.51 -1.46
H -0.18 -1.34 0.28
C -2.60 0.69 0.64
C -1.55 0.59 1.71
O -1.79 -0.40 2.58
O -0.59 1.30 1.80
H -1.11 -0.43 3.27
H -2.10 0.61 -0.34
H -3.35 -0.08 0.77
H -3.06 1.67 0.70
*
```

Results
E_HOMO: -9.1 eV
Orbital gap: 0.3564 Ha
Structure (SMILES): CC(C)(N)O.CC(=O)O
Max |F|: 0.7 eV/Å

No. 11
This record from the Open Molecules 2025 dataset describes an isolated ion of composition C5H13NO3P and charge -1 in a non-equilibrium geometry. The level of theory is wB97M-V/def2-TZVPD.

Structure (ORCA input):
```
! RIJCOSX wB97M-V def2-TZVPD def2/J DEFGRID3
* xyz -1 1
C -2.00 1.02 -0.90
C -1.33 0.61 1.47
C 0.26 1.69 -0.12
C 2.49 -1.64 -0.85
C -0.85 0.69 -0.01
N -0.24 -0.58 -0.41
O -0.19 -2.44 1.63
O 1.58 -0.52 1.56
O 1.54 -2.43 -0.20
P 0.70 -1.49 0.86
H -2.31 1.99 -0.74
H -1.67 0.94 -1.97
H -2.79 0.24 -0.68
H -0.55 0.03 2.06
H -2.14 0.12 1.67
H -1.59 1.67 1.72
H -0.17 2.75 -0.14
H 1.07 1.41 0.64
H 0.84 1.48 -1.08
H 3.34 -1.62 -0.34
H 2.04 -0.68 -1.19
H 2.69 -2.08 -1.86
H -0.73 -1.15 -1.10
*
```

Results
E_HOMO: -4.4 eV
Orbital gap: 0.2933 Ha
Structure (SMILES): CO[P@@](=O)([O-])NC(C)(C)C
Max |F|: 6.1 eV/Å

No. 12
This record from the Open Molecules 2025 dataset describes one molecule with the formula C5H13NO4 in a non-equilibrium geometry. The level of theory is wB97M-V/def2-TZVPD.

Structure (ORCA input):
```
! RIJCOSX wB97M-V def2-TZVPD def2/J DEFGRID3
* xyz 0 1
C 0.57 -0.48 2.25
C 0.20 -0.60 0.77
C 1.03 -1.70 0.11
O -1.20 -0.90 0.66
C 0.36 0.78 0.10
O 1.73 1.09 -0.02
C -0.28 1.04 -1.30
N -1.81 1.13 -1.09
O 0.19 2.09 -1.88
H 1.62 -0.18 2.36
H -0.06 0.27 2.75
H 0.44 -1.45 2.75
H 0.83 -2.66 0.61
H 0.78 -1.80 -0.95
H 2.10 -1.48 0.20
H -1.40 -1.70 1.16
H -0.13 1.51 0.77
H 1.74 1.81 -0.66
H -2.14 0.44 -0.40
H -2.09 2.06 -0.80
H -2.15 0.68 -2.04
O -0.29 -0.16 -2.24
H -0.05 0.21 -3.10
*
```

Results
E_HOMO: -8.9 eV
Orbital gap: 0.3426 Ha
Structure (SMILES): CC(C)(O)[C@@H](O)[C@@]([NH3+])([O-])O
Max |F|: 2.9 eV/Å

Result set for ΔE to the lowest compared entry with this formula, charge and spin: 265.67; 513.83; 164.94; 495.85; 436.66; 179.16; 322.64; 317.73; 366.13; 4.63; 78.40; 80.98 kJ/mol, one per record in the order listed.
Result set for calculated total energy: -403.47542; -403.38090; -403.51379; -403.38775; -403.41030; -403.50837; -403.45372; -801.62126; -801.60282; -478.81365; -820.25853; -554.00615 hartree, one per record in the order listed.